1.
{"formula": "C22H32IrN2O3Si2Te", "method": "the ωB97M-V functional and the def2-TZVPD basis", "orbital_gap_ev": [6.6, 6.6], "total_charge": 1, "total_energy_ev": -58339.125, "homo_ev": [-10.8, -10.8], "spin_multiplicity": 1, "symbols": ["Ir", "O", "C", "C", "C", "C", "C", "C", "C", "O", "N", "N", "C", "C", "C", "C", "C", "C", "C", "O", "H", "H", "H", "H", "H", "H", "H", "H", "H", "H", "C", "Si", "C", "C", "C", "Te", "C", "Si", "C", "C", "C", "H", "H", "H", "H", "H", "H", "H", "H", "H", "H", "H", "H", "H", "H", "H", "H", "H", "H", "H", "H", "H", "H"], "coordinates": [[1.65033, 0.35715, -1.10228], [0.12484, 1.75909, 3.69229], [-0.12818, 2.93368, 3.05240], [-0.79046, 3.97171, 3.70022], [-1.07769, 5.14774, 3.03259], [-0.72250, 5.30227, 1.69888], [-0.07210, 4.26974, 1.05238], [0.24896, 3.08259, 1.71360], [0.96339, 2.03811, 0.95241], [0.66577, 1.94845, -0.32170], [1.82675, 1.27009, 1.55273], [2.36034, 0.34014, 0.67560], [3.25423, -0.50311, 1.10078], [3.85343, -1.54443, 0.34174], [4.74367, -2.39838, 1.04175], [5.39201, -3.42204, 0.41475], [5.18352, -3.62463, -0.95992], [4.34168, -2.81704, -1.67652], [3.65048, -1.75819, -1.05271], [2.88657, -1.00959, -1.81696], [-0.14115, 1.84486, 4.61469], [-1.08246, 3.84816, 4.73735], [-1.58623, 5.94555, 3.55738], [-0.94682, 6.22009, 1.17421], [0.21553, 4.36900, 0.01455], [3.54931, -0.36508, 2.13664], [4.90000, -2.22091, 2.09873], [6.06284, -4.06636, 0.96467], [5.70110, -4.43093, -1.46355], [4.18477, -2.96155, -2.73656], [-3.83987, -1.68024, 0.50945], [-2.59646, -1.26527, 1.84478], [-3.36037, -0.23934, 3.19859], [-1.79642, -2.81829, 2.50095], [-1.21831, -0.19384, 1.08600], [-0.39644, -1.04196, -0.66349], [-1.69017, -0.07744, -2.03055], [-1.03942, -0.17908, -3.81031], [-0.61648, -1.95468, -4.18782], [0.53066, 0.86531, -3.85599], [-2.31961, 0.52589, -4.95770], [-4.66527, -2.25564, 0.93402], [-3.40796, -2.29417, -0.28661], [-4.26761, -0.78174, 0.05891], [-4.13131, -0.80126, 3.72938], [-3.82173, 0.66549, 2.79814], [-2.60300, 0.06103, 3.92517], [-2.54196, -3.47936, 2.94717], [-1.05771, -2.58702, 3.27137], [-1.29510, -3.38589, 1.71267], [-0.40600, -0.06993, 1.80831], [-1.56542, 0.80115, 0.79887], [-1.77415, 0.95236, -1.67526], [-2.66054, -0.56892, -1.93217], [0.20603, -2.32414, -3.56847], [-0.30455, -2.06054, -5.22870], [-1.47583, -2.61103, -4.03395], [1.10959, 0.73415, -2.91671], [0.33717, 1.93627, -3.90898], [1.22241, 0.58275, -4.64839], [-3.23801, -0.06323, -4.93170], [-1.95832, 0.52865, -5.98792], [-2.56981, 1.55378, -4.68922]]}

=====

2.
{"formula": "C22H32N3O6PS2", "method": "the ωB97M-V functional and the def2-TZVPD basis", "orbital_gap_ev": 8.2, "total_energy_ev": -71048.435, "smiles": "CCOC(=O)CCCN1C(=O)c2c(CCCSC(=S)N(CC)CC)ccc(P(=N)(O)O)c2C1=O", "homo_ev": -9.0, "spin_multiplicity": 1, "symbols": ["C", "C", "O", "C", "O", "C", "C", "C", "N", "C", "O", "C", "C", "C", "C", "C", "S", "C", "S", "N", "C", "C", "C", "C", "C", "C", "C", "P", "N", "O", "O", "C", "C", "O", "H", "H", "H", "H", "H", "H", "H", "H", "H", "H", "H", "H", "H", "H", "H", "H", "H", "H", "H", "H", "H", "H", "H", "H", "H", "H", "H", "H", "H", "H", "H", "H"], "coordinates": [[-4.55911, 1.00642, 4.78729], [-5.21588, 0.03755, 3.82400], [-6.13938, 0.67241, 2.93694], [-5.70661, 1.71377, 2.18057], [-6.41795, 2.66464, 2.00727], [-4.37991, 1.57138, 1.47383], [-4.55597, 0.87457, 0.11192], [-3.39403, 1.24381, -0.80410], [-3.09923, 0.23072, -1.85307], [-1.81760, 0.53592, -2.42720], [-1.62456, 1.39051, -3.24202], [-0.82127, -0.41631, -1.85966], [0.57083, -0.35901, -1.91238], [1.25475, 0.79712, -2.59945], [2.77909, 0.72666, -2.74543], [3.42265, 2.10679, -2.59898], [3.28453, 2.92380, -0.99156], [4.30842, 2.08419, 0.13650], [4.64204, 2.83331, 1.53890], [4.75803, 0.77452, -0.21697], [4.35472, -0.23232, 0.79128], [2.95327, -0.03717, 1.37508], [6.22479, 0.75137, -0.45253], [6.56319, 0.23432, -1.84526], [1.22793, -1.40143, -1.27878], [0.53503, -2.43704, -0.65415], [-0.85189, -2.48603, -0.60863], [-1.68371, -3.89130, 0.17041], [-2.18243, -4.98265, -0.79035], [-0.60332, -4.42371, 1.24188], [-2.84061, -3.32902, 1.11841], [-1.51628, -1.42778, -1.22187], [-2.97660, -1.12973, -1.37252], [-3.90542, -1.86395, -1.21982], [-3.79332, 1.61909, 4.31048], [-5.30873, 1.64312, 5.25511], [-4.06988, 0.43298, 5.57684], [-4.46021, -0.50590, 3.24665], [-5.79420, -0.70104, 4.37265], [-4.02122, 2.58941, 1.30769], [-3.61511, 1.05890, 2.05765], [-4.61711, -0.20057, 0.27055], [-5.50768, 1.18348, -0.32039], [-3.64438, 2.16632, -1.32741], [-2.49877, 1.44449, -0.19967], [0.95091, 1.71502, -2.08997], [0.80884, 0.86302, -3.59369], [3.24587, 0.05616, -2.03321], [3.01611, 0.37467, -3.75146], [2.88715, 2.79974, -3.25546], [4.45633, 2.11262, -2.93739], [5.09584, -0.29223, 1.59444], [4.38164, -1.19920, 0.27883], [2.49316, -1.01792, 1.51469], [2.30191, 0.52513, 0.70768], [2.99745, 0.43201, 2.35374], [6.63944, 1.74604, -0.29556], [6.68373, 0.08469, 0.28110], [6.20629, 0.92436, -2.61003], [7.64002, 0.12239, -1.96471], [6.06719, -0.72161, -2.01686], [2.30697, -1.42853, -1.25476], [1.10834, -3.23532, -0.19854], [-2.01705, -4.74409, -1.75892], [-0.01634, -3.74411, 1.58832], [-2.51071, -2.85941, 1.89207]]}

=====

3.
{"formula": "C22H32N4O2", "method": "the ωB97M-V functional and the def2-TZVPD basis", "orbital_gap_ev": 9.1, "total_energy_ev": -33388.580, "smiles": "CC(C)CCN1CCN(Cc2ccc(Oc3ncccn3)cc2)C[C@@H]1CCO", "homo_ev": -8.3, "spin_multiplicity": 1, "symbols": ["C", "C", "C", "C", "C", "N", "C", "C", "N", "C", "C", "C", "C", "C", "O", "C", "N", "C", "C", "C", "N", "C", "C", "C", "C", "C", "C", "O", "H", "H", "H", "H", "H", "H", "H", "H", "H", "H", "H", "H", "H", "H", "H", "H", "H", "H", "H", "H", "H", "H", "H", "H", "H", "H", "H", "H", "H", "H", "H", "H"], "coordinates": [[4.14025, 2.88747, 5.64454], [2.76026, 2.52890, 6.19142], [2.85755, 2.22247, 7.68501], [2.15225, 1.33063, 5.45547], [1.83882, 1.61394, 3.98252], [1.11065, 0.49360, 3.40149], [-0.32821, 0.58352, 3.57662], [-1.01184, 1.51020, 2.56463], [-0.69289, 1.06714, 1.22207], [-1.40947, 1.81345, 0.20236], [-1.24939, 1.16775, -1.14666], [-0.89052, 1.90548, -2.26589], [-0.75602, 1.29554, -3.49913], [-0.97382, -0.07044, -3.62357], [-0.74801, -0.61658, -4.87505], [-1.52576, -1.57280, -5.37030], [-2.63967, -1.92790, -4.73920], [-3.38413, -2.85448, -5.31577], [-3.03552, -3.44430, -6.52004], [-1.84929, -2.99879, -7.08894], [-1.09779, -2.07316, -6.52700], [-1.31428, -0.82409, -2.50830], [-1.45628, -0.19949, -1.28436], [0.74300, 1.12072, 1.02262], [1.44489, 0.18338, 2.01553], [1.11430, -1.28129, 1.68120], [1.49450, -2.24539, 2.81575], [2.73656, -1.95309, 3.40197], [4.57705, 3.69596, 6.22663], [4.08213, 3.21234, 4.60909], [4.80419, 2.02754, 5.70122], [2.09673, 3.39168, 6.05724], [3.50754, 1.36645, 7.85238], [1.87732, 1.99460, 8.09770], [3.26618, 3.07396, 8.22433], [2.83685, 0.48228, 5.52009], [1.22756, 1.04196, 5.95924], [2.77410, 1.74449, 3.43450], [1.27866, 2.55781, 3.90982], [-0.53973, 0.92747, 4.59055], [-0.74675, -0.41850, 3.46087], [-2.09427, 1.46083, 2.70704], [-0.69360, 2.55734, 2.73073], [-1.07982, 2.86790, 0.15616], [-2.47045, 1.80696, 0.47609], [-0.71688, 2.96827, -2.17717], [-0.47709, 1.86245, -4.37338], [-4.28672, -3.12171, -4.78105], [-3.64521, -4.20008, -6.98460], [-1.48017, -3.39173, -8.02748], [-1.46866, -1.88682, -2.59984], [-1.71893, -0.77645, -0.41156], [0.96676, 0.80505, 0.00168], [1.12579, 2.15136, 1.15721], [2.52705, 0.31505, 1.90247], [0.05075, -1.37872, 1.46900], [1.66499, -1.54287, 0.77679], [0.71164, -2.23513, 3.58648], [1.57527, -3.26251, 2.42418], [2.64649, -1.07367, 3.79306]]}